# C18H64N8O21

14 unconnected molecules or ions with the total composition C18H64N8O21 at a distorted geometry (ωB97M-V with the def2-TZVPD basis set, OMol25).

Each atom is followed by the atoms it is bonded to, with distances in Å.
Cartesian coordinates (Å):
1 C 5.8277 -1.5859 0.2017  C2 1.552, O4 1.434, H5 1.090, H6 1.090
2 C 4.5369 -1.5077 1.0599  C1 1.552, O3 1.401, H7 1.090, H8 1.090
3 O 3.9380 -0.2416 1.0359  C2 1.401, H9 0.960
4 O 5.6789 -1.9594 -1.1747  C1 1.434, H10 0.960
5 H 6.4476 -2.3833 0.6117  C1 1.090
6 H 6.3702 -0.6406 0.2146  C1 1.090
7 H 4.6594 -1.8421 2.0901  C2 1.090
8 H 3.8089 -2.1779 0.6028  C2 1.090
9 H 4.6131 0.3717 1.3355  O3 0.960
10 H 5.4577 -2.8922 -1.2258  O4 0.960
11 C -2.0077 -0.2509 3.6364  C12 1.550, O14 1.481, H15 1.090, H16 1.090
12 C -2.5758 0.3440 4.9503  C11 1.550, O13 1.392, H17 1.090, H18 1.090
13 O -3.2733 1.5416 4.8240  C12 1.392, H19 0.960
14 O -2.9177 -0.6921 2.5550  C11 1.481, H20 0.960
15 H -1.4158 -1.0791 4.0259  C11 1.090
16 H -1.3715 0.4836 3.1425  C11 1.090
17 H -1.7290 0.4708 5.6248  C12 1.090
18 H -3.3121 -0.3333 5.3829  C12 1.090
19 H -4.0371 1.4993 4.2439  O13 0.960
20 H -3.3361 -1.5201 2.8018  O14 0.960
21 C -0.1916 -3.4513 1.3636  C22 1.529, O24 1.419, H25 1.090, H26 1.090
22 C -0.2505 -4.9644 1.1513  C21 1.529, O23 1.411, H27 1.090, H28 1.090
23 O -1.5454 -5.5081 1.2864  C22 1.411, H29 0.960
24 O -1.0379 -2.6608 0.5428  C21 1.419, H30 0.960
25 H 0.8176 -3.0876 1.1707  C21 1.090
26 H -0.4185 -3.2855 2.4167  C21 1.090
27 H 0.3929 -5.4912 1.8560  C22 1.090
28 H 0.0639 -5.1712 0.1283  C22 1.090
29 H -1.7776 -5.2427 2.1793  O23 0.960
30 H -0.7844 -1.7452 0.6807  O24 0.960
31 C 0.5461 3.3195 2.9438  C32 1.509, O34 1.401, H35 1.090, H36 1.090
32 C -0.6548 3.8900 3.6569  C31 1.509, O33 1.373, H37 1.090, H38 1.090
33 O -0.4082 5.0481 4.3527  C32 1.373, H39 0.960
34 O 1.5143 2.8528 3.8420  C31 1.401, H40 0.960
35 H 1.1204 3.9455 2.2608  C31 1.090
36 H 0.1872 2.5781 2.2300  C31 1.090
37 H -1.0942 3.1231 4.2948  C32 1.090
38 H -1.3255 4.1707 2.8448  C32 1.090
39 H 0.3389 4.8728 4.9294  O33 0.960
40 H 2.1836 3.5232 3.9977  O34 0.960
41 C 1.5283 4.7873 -0.7851  C42 1.615, O44 1.435, H45 1.090, H46 1.090
42 C 1.2523 6.3613 -0.5493  C41 1.615, O43 1.436, H47 1.090, H48 1.090
43 O 2.4281 7.0231 -1.0401  C42 1.436, H49 0.960
44 O 1.3384 4.3390 -2.1348  C41 1.435, H50 0.960
45 H 0.6945 4.3775 -0.2151  C41 1.090
46 H 2.4412 4.3818 -0.3489  C41 1.090
47 H 1.1091 6.4356 0.5287  C42 1.090
48 H 0.3721 6.8530 -0.9636  C42 1.090
49 H 2.3757 6.9387 -1.9949  O43 0.960
50 H 2.1743 4.2586 -2.5999  O44 0.960
51 C 0.2942 -2.6701 -6.4367  C52 1.469, O54 1.403, H55 1.090, H56 1.090
52 C 0.0095 -3.0443 -5.0453  C51 1.469, O53 1.452, H57 1.090, H58 1.090
53 O -1.0001 -2.1534 -4.5012  C52 1.452, H59 0.960
54 O 1.1061 -1.5318 -6.5538  C51 1.403, H60 0.960
55 H -0.6353 -2.4889 -6.9764  C51 1.090
56 H 0.8051 -3.5469 -6.8345  C51 1.090
57 H 0.8873 -3.0464 -4.3992  C52 1.090
58 H -0.5715 -3.9658 -5.0844  C52 1.090
59 H -1.7634 -2.3313 -5.0556  O53 0.960
60 H 1.2977 -1.3634 -5.6283  O54 0.960
61 C -0.3810 1.0662 -0.3001  C62 1.546, O64 1.421, H65 1.090, H66 1.090
62 C -0.8922 0.4974 -1.6438  C61 1.546, O63 1.460, H67 1.090, H68 1.090
63 O 0.0027 -0.1887 -2.5704  C62 1.460, H69 0.960
64 O 0.3543 -0.0528 0.1764  C61 1.421, H70 0.960
65 H -1.1692 1.3371 0.4023  C61 1.090
66 H 0.3844 1.8400 -0.3602  C61 1.090
67 H -1.3372 1.3071 -2.2221  C62 1.090
68 H -1.7749 -0.1201 -1.4776  C62 1.090
69 H -0.2136 -1.1175 -2.6809  O63 0.960
70 H 1.2620 -0.0165 -0.1339  O64 0.960
71 C -5.0575 -0.9492 -0.8947  O72 1.210, N73 1.303, N74 1.295
72 O -5.9857 -0.8944 -1.6684  C71 1.210
73 N -4.7130 0.0644 -0.1515  C71 1.303, H75 1.010, H76 1.010
74 N -4.2489 -1.9485 -0.7390  C71 1.295, H77 1.010, H78 1.010
75 H -3.9726 0.0161 0.5337  N73 1.010
76 H -5.4187 0.7835 -0.0813  N73 1.010
77 H -4.4270 -2.8205 -1.2166  N74 1.010
78 H -3.3777 -1.7437 -0.2709  N74 1.010
79 C 2.2964 -1.4239 4.0559  O80 1.215, N81 1.265, N82 1.254
80 O 2.2446 -2.5585 3.6247  C79 1.215
81 N 2.8062 -1.2252 5.1966  C79 1.265, H83 1.010, H84 1.010
82 N 1.9409 -0.3839 3.4528  C79 1.254, H85 1.010, H86 1.010
83 H 3.4074 -1.9616 5.5378  N81 1.010
84 H 2.9532 -0.2356 5.3353  N81 1.010
85 H 1.6421 -0.4596 2.4910  N82 1.010
86 H 2.1341 0.4913 3.9184  N82 1.010
87 C -2.5231 3.8144 -1.1002  O88 1.228, N89 1.333, N90 1.313
88 O -2.4173 3.4217 0.0580  C87 1.228
89 N -1.6302 4.5009 -1.8130  C87 1.333, H91 1.010, H92 1.010
90 N -3.6023 3.5939 -1.8152  C87 1.313, H93 1.010, H94 1.010
91 H -1.8154 4.7688 -2.7690  N89 1.010
92 H -0.7859 4.7126 -1.3008  N89 1.010
93 H -3.8009 4.0390 -2.6998  N90 1.010
94 H -4.2752 3.0492 -1.2951  N90 1.010
95 C -2.7097 -4.5182 -2.3409  O96 1.185, N97 1.279, N98 1.320
96 O -3.1364 -4.7387 -3.4244  C95 1.185
97 N -3.1995 -4.8191 -1.1984  C95 1.279, H99 1.010, H100 1.010
98 N -1.5374 -3.9533 -2.1171  C95 1.320, H101 1.010, H102 1.010
99 H -3.9577 -5.4726 -1.0637  N97 1.010
100 H -2.5639 -4.5821 -0.4501  N97 1.010
101 H -1.2613 -3.4469 -2.9462  N98 1.010
102 H -1.4028 -3.6395 -1.1665  N98 1.010
103 O 1.9621 1.3389 -3.4823  H104 0.957, H105 0.957
104 H 1.0803 0.9705 -3.4291  O103 0.957
105 H 2.3474 1.1642 -2.6236  O103 0.957
106 O 2.6384 0.8066 -0.9419  H107 0.957, H108 0.957
107 H 2.9490 0.3567 -0.1562  O106 0.957
108 H 3.1927 1.5841 -1.0083  O106 0.957
109 O 2.6880 -1.6727 -2.3468  H110 0.957, H111 0.957
110 H 2.4933 -0.9056 -1.8085  O109 0.957
111 H 3.6264 -1.6092 -2.5246  O109 0.957

Computed properties:
charge: +1
highest occupied orbital energy (alpha / beta): -11.77 / -11.77 eV
lowest unoccupied orbital energy (alpha / beta): -2.6 / -8.8 eV
orbital gap (alpha / beta): 9.173 / 3.017 eV
F_max: 6.60 eV Å⁻¹
multiplicity: 2

=====

# C16H26N3

2 unconnected molecules or ions with the total composition C16H26N3 at a distorted geometry (ωB97M-V with the def2-TZVPD basis set, OMol25).

Each atom is followed by the atoms it is bonded to, with distances in Å.
Cartesian coordinates (Å):
1 C -2.0631 0.2513 0.9143  C2 1.509, N6 1.511, H9 1.096, H10 1.096
2 C -3.5328 0.1852 1.2486  C1 1.509, N3 1.492, H11 1.099, H12 1.099
3 N -4.1207 -1.0426 0.6372  C2 1.492, C4 1.492, C8 1.490
4 C -3.9519 -0.9976 -0.8451  N3 1.492, C5 1.505, H13 1.097, H14 1.097
5 C -2.4849 -0.9187 -1.1697  C4 1.505, N6 1.508, H15 1.094, H16 1.094
6 N -1.6319 -0.9272 0.0735  C1 1.511, C5 1.508, C7 1.506
7 C -1.9766 -2.1878 0.8218  N6 1.506, C8 1.505, H17 1.095, H18 1.095
8 C -3.4430 -2.2653 1.1535  N3 1.490, C7 1.505, H19 1.097, H20 1.098
9 H -1.8458 1.1593 0.3404  C1 1.096
10 H -1.4624 0.2507 1.8304  C1 1.096
11 H -3.6895 0.1318 2.3346  C2 1.099
12 H -4.0674 1.0495 0.8304  C2 1.099
13 H -4.3918 -1.9220 -1.2404  C4 1.097
14 H -4.4918 -0.1173 -1.2160  C4 1.097
15 H -2.1837 -1.7857 -1.7647  C5 1.094
16 H -2.2671 0.0044 -1.7149  C5 1.094
17 H -1.6946 -3.0214 0.1700  C7 1.095
18 H -1.3741 -2.2114 1.7358  C7 1.095
19 H -3.6038 -2.3197 2.2378  C8 1.097
20 H -3.9067 -3.1227 0.6477  C8 1.098
21 C 1.3799 -2.3026 -2.3907  N22 1.464, H32 1.092, H33 1.097, H34 1.098
22 N 1.8469 -1.0787 -1.7373  C21 1.464, C23 1.473, C24 1.321
23 C 2.6060 -0.1472 -2.5890  N22 1.473, H35 1.092, H36 1.100, H37 1.100
24 C 1.4065 -0.7384 -0.5392  N22 1.321, C25 1.454, H38 1.100
25 C 1.8877 0.4565 0.1355  C24 1.454, C26 1.421, C31 1.412
26 C 1.6433 1.7458 -0.4103  C25 1.421, C27 1.390, H39 1.092
27 C 2.1673 2.8693 0.2183  C26 1.390, C28 1.400, H40 1.094
28 C 2.9015 2.7504 1.4046  C27 1.400, C29 1.498, C30 1.402
29 C 3.4431 3.9912 2.0449  C28 1.498, H41 1.094, H42 1.099, H43 1.099
30 C 3.0982 1.4841 1.9739  C28 1.402, C31 1.386, H44 1.093
31 C 2.6045 0.3500 1.3476  C25 1.412, C30 1.386, H45 1.092
32 H 1.6808 -2.2292 -3.4375  C21 1.092
33 H 1.8331 -3.1885 -1.9284  C21 1.097
34 H 0.2875 -2.3746 -2.3080  C21 1.098
35 H 2.7723 -0.6844 -3.5249  C23 1.092
36 H 2.0354 0.7669 -2.8118  C23 1.100
37 H 3.5744 0.1474 -2.1589  C23 1.100
38 H 0.7182 -1.4277 -0.0281  C24 1.100
39 H 1.0721 1.8460 -1.3352  C26 1.092
40 H 2.0326 3.8567 -0.2324  C27 1.094
41 H 3.9753 3.7488 2.9697  C29 1.094
42 H 4.1325 4.5210 1.3723  C29 1.099
43 H 2.6256 4.6857 2.2832  C29 1.099
44 H 3.6642 1.4056 2.9051  C30 1.093
45 H 2.7945 -0.6468 1.7517  C31 1.092

Computed properties:
charge: +1
highest occupied orbital energy: -10.67 eV
lowest unoccupied orbital energy: -4.0 eV
orbital gap: 6.694 eV
F_max: 2.39 eV Å⁻¹
relative energy (zero: lowest compared OMol25 entry of this formula, charge and spin): 17.9 kcal per mole

=====

# C16H34NO16PS3

4 unconnected molecules or ions with the total composition C16H34NO16PS3 at a distorted geometry (ωB97M-V with the def2-TZVPD basis set, OMol25).

Each atom is followed by the atoms it is bonded to, with distances in Å.
Cartesian coordinates (Å):
1 N 1.4519 2.5858 5.2503  C2 1.451, H17 1.011, H18 1.012
2 C 0.4704 1.5673 4.9269  N1 1.451, C3 1.557, H19 1.093, H20 1.092
3 C -0.4264 1.8212 3.6802  C2 1.557, O4 1.417, C5 1.550, H21 1.096
4 O -0.2328 3.1646 3.2744  C3 1.417, H22 0.965
5 C -0.1753 0.8152 2.5276  C3 1.550, C6 1.481, H23 1.096, H24 1.093
6 C 0.9794 1.1314 1.6555  C5 1.481, C7 1.339, C15 1.509
7 C 2.1700 0.5356 1.5142  C6 1.339, P8 1.800, C12 1.494
8 P 2.7410 -0.9573 2.3416  C7 1.800, O9 1.464, O10 1.584, O11 1.596
9 O 2.1598 -1.1503 3.6715  P8 1.464
10 O 4.3235 -0.9007 2.3015  P8 1.584, H25 0.967
11 O 2.4427 -2.0861 1.2535  P8 1.596, H26 0.965
12 C 2.9419 1.2854 0.4779  C7 1.494, O13 1.183, O14 1.388
13 O 4.0845 1.2332 0.1760  C12 1.183
14 O 2.0664 2.1725 -0.1318  C12 1.388, C15 1.381
15 C 0.9283 2.2522 0.6460  C6 1.509, O14 1.381, O16 1.185
16 O 0.1075 3.0874 0.4662  C15 1.185
17 H 1.0031 3.4443 5.5397  N1 1.011
18 H 2.0486 2.7997 4.4620  N1 1.012
19 H -0.1907 1.4651 5.7911  C2 1.093
20 H 0.9841 0.6106 4.8117  C2 1.092
21 H -1.4776 1.6747 3.9532  C3 1.096
22 H -0.8582 3.3731 2.5693  O4 0.965
23 H -1.0740 0.7656 1.9016  C5 1.096
24 H -0.0280 -0.1691 2.9792  C5 1.093
25 H 4.6846 -0.9350 3.1976  O10 0.967
26 H 1.6699 -1.8854 0.7120  O11 0.965
27 O -5.7654 3.1585 1.6420  S28 1.431
28 S -5.1659 1.9087 1.9964  O27 1.431, O29 1.432, O30 1.582, C33 1.757
29 O -3.7444 1.8260 2.1455  S28 1.432
30 O -5.6160 0.7976 0.9635  S28 1.582, C31 1.455
31 C -5.4692 1.1007 -0.4520  O30 1.455, C32 1.513, H34 1.091, H35 1.088
32 C -4.0263 1.2254 -0.8906  C31 1.513, H36 1.089, H37 1.091, H38 1.088
33 C -5.9383 1.2390 3.4253  S28 1.757, H39 1.086, H40 1.088, H41 1.087
34 H -6.0328 2.0074 -0.6741  C31 1.091
35 H -5.9721 0.2657 -0.9357  C31 1.088
36 H -3.5575 2.1023 -0.4463  C32 1.089
37 H -3.9935 1.3351 -1.9754  C32 1.091
38 H -3.4365 0.3545 -0.6107  C32 1.088
39 H -7.0157 1.2721 3.2918  C33 1.086
40 H -5.6344 1.8660 4.2610  C33 1.088
41 H -5.5845 0.2212 3.5657  C33 1.087
42 O -1.9334 -1.4969 -0.9509  S43 1.435
43 S -2.0922 -2.8258 -0.4343  O42 1.435, O44 1.430, O45 1.582, C48 1.757
44 O -1.8419 -3.0554 0.9551  S43 1.430
45 O -1.2295 -3.8165 -1.3154  S43 1.582, C46 1.454
46 C 0.1721 -3.4853 -1.5162  O45 1.454, C47 1.512, H49 1.091, H50 1.087
47 C 1.0201 -3.7300 -0.2880  C46 1.512, H51 1.090, H52 1.091, H53 1.089
48 C -3.6777 -3.4549 -0.8552  S43 1.757, H54 1.086, H55 1.088, H56 1.087
49 H 0.2348 -2.4525 -1.8606  C46 1.091
50 H 0.4718 -4.1328 -2.3366  C46 1.087
51 H 0.7488 -3.0650 0.5312  C47 1.090
52 H 2.0679 -3.5618 -0.5410  C47 1.091
53 H 0.9048 -4.7548 0.0628  C47 1.089
54 H -3.8538 -3.2904 -1.9144  C48 1.086
55 H -4.3954 -2.9022 -0.2518  C48 1.088
56 H -3.7080 -4.5121 -0.6062  C48 1.087
57 O 2.4995 -0.8411 -5.8011  S58 1.433
58 S 3.8834 -0.8716 -5.4296  O57 1.433, O59 1.431, O60 1.583, C63 1.758
59 O 4.2693 -1.6041 -4.2627  S58 1.431
60 O 4.4241 0.6141 -5.3480  S58 1.583, C61 1.455
61 C 3.6859 1.5518 -4.5163  O60 1.455, C62 1.511, H64 1.091, H65 1.088
62 C 3.9096 1.3370 -3.0379  C61 1.511, H66 1.089, H67 1.090, H68 1.089
63 C 4.8653 -1.3926 -6.7914  S58 1.758, H69 1.086, H70 1.088, H71 1.087
64 H 2.6311 1.4899 -4.7862  C61 1.091
65 H 4.0597 2.5230 -4.8330  C61 1.088
66 H 3.5133 0.3773 -2.7097  C62 1.089
67 H 3.4083 2.1269 -2.4793  C62 1.090
68 H 4.9709 1.3602 -2.7939  C62 1.089
69 H 4.5803 -0.8224 -7.6707  C63 1.086
70 H 4.6573 -2.4509 -6.9330  C63 1.088
71 H 5.9118 -1.2418 -6.5410  C63 1.087

Computed properties:
SMILES: NC[C@@H](O)CC1=C(P(=O)(O)O)C(=O)OC1=O.CCOS(C)(=O)=O.CCOS(C)(=O)=O.CCOS(C)(=O)=O
charge: 0
highest occupied orbital energy: -8.92 eV
lowest unoccupied orbital energy: -1.0 eV
orbital gap: 7.962 eV
F_max: 1.22 eV Å⁻¹

=====

Question: Which of these has the lowest charge?
Answer: C16H34NO16PS3

=====

Question: Among the records above, which one has the lowest F_max?
Answer: C16H34NO16PS3